C23H36F6MnO13 | ωB97M-V/def2-TZVPD

Geometry as XYZ:
```
79
Properties=species:S:1:pos:R:3:lowdin_spin:R:1
Mn 1.0518 -0.5352 0.2460 4.709
C 1.9465 -2.3318 -2.6480 0.010
O 0.6639 -2.0255 -3.0597 0.001
O 2.0008 -1.5845 -1.3943 0.051
C 2.1870 -3.8931 -2.8553 0.001
F 1.2119 -4.6298 -2.2779 0.000
F 2.3145 -4.3282 -4.1246 0.001
F 3.2915 -4.3072 -2.1988 0.000
C 0.5203 -1.1081 -4.1707 0.000
C -0.8817 -0.8017 -4.4264 0.000
H -1.4952 -1.6932 -4.5566 0.000
H -1.4221 -0.5323 -3.5189 0.000
H -1.0044 -0.0873 -5.2404 0.000
H 0.8364 -1.4886 -5.1420 0.000
H 1.0429 -0.1656 -4.0075 0.000
H 2.6621 -1.8476 -3.3125 0.001
C 2.8518 2.1533 1.3804 0.007
O 1.8290 2.7964 0.7017 0.000
O 2.7336 0.8383 0.9084 0.042
C 4.2979 2.9092 1.3941 0.002
F 5.2883 2.0951 0.8700 0.000
F 4.3290 4.0448 0.7583 0.000
F 4.5735 3.3263 2.6344 0.000
C 1.4057 4.0939 1.1198 0.000
C -0.0172 4.5038 0.6825 0.000
H -0.6532 3.7252 1.1035 0.000
H -0.4753 5.3233 1.2364 0.000
H -0.2725 4.5957 -0.3732 0.000
H 1.9905 4.9635 0.8200 0.000
H 1.2982 4.0843 2.2044 0.000
H 2.5155 2.1223 2.4168 0.000
C 2.1551 -1.1659 4.2062 0.000
O 2.0499 -2.5115 3.9169 0.003
C 1.8699 -2.7282 2.5981 0.012
O 1.7568 -1.8411 1.6873 0.033
O 1.8005 -4.0342 2.3151 0.004
C 1.6820 -4.4747 0.9189 0.000
H 3.0087 -0.6428 3.7752 0.000
H 2.2814 -0.9476 5.2666 0.000
H 1.2668 -0.5961 3.9337 0.000
H 0.9230 -3.8819 0.4084 0.000
H 1.3222 -5.4972 0.8044 0.000
H 2.6725 -4.4162 0.4676 0.000
O 0.0681 0.4660 1.7778 0.029
C -0.7864 0.9477 2.5004 0.010
O -0.4297 1.5124 3.6082 0.004
C -1.4708 1.9424 4.4260 0.001
C -2.7268 1.1986 3.8204 0.000
C -2.3077 0.7857 2.4303 0.001
H -1.5497 3.0254 4.3312 0.000
H -1.3294 1.7548 5.4904 0.000
H -3.5483 1.9005 3.9641 0.000
H -2.9737 0.2873 4.3650 0.000
H -2.6629 1.5352 1.7232 0.000
H -2.6015 -0.2462 2.2376 0.000
O -0.5913 -1.9286 0.2636 0.029
C -1.5467 -2.5729 -0.0609 0.009
O -2.6961 -2.3791 0.6383 0.003
C -3.8160 -3.1015 0.1120 0.000
C -3.4422 -3.4317 -1.2945 0.000
C -1.9028 -3.2993 -1.3854 0.001
H -4.5735 -2.3177 0.1176 0.000
H -3.9311 -4.0207 0.6864 0.000
H -3.9007 -2.7236 -1.9849 0.000
H -3.8072 -4.4500 -1.4282 0.000
H -1.6878 -2.4792 -2.0705 0.000
H -1.3365 -4.1952 -1.6399 0.000
O -0.4922 0.8758 -0.7468 0.029
C -0.8702 1.7433 -1.5406 0.005
O -2.1455 1.8811 -1.7843 0.002
C -2.3707 2.9247 -2.7777 0.000
C -1.1652 3.7871 -2.5404 0.000
C -0.0678 2.8215 -2.2473 0.000
H -3.3103 3.4306 -2.5559 0.000
H -2.3825 2.4255 -3.7466 0.000
H -1.2516 4.6724 -1.9105 0.000
H -0.9136 4.0725 -3.5619 0.000
H 0.6636 3.2422 -1.5573 0.000
H 0.4470 2.4350 -3.1269 0.000
```

As for the frontier orbital gap (spin up / spin down): 7.15 / 7.16 eV. Its spin multiplicity is 6. As for the lowest unoccupied orbital energy (spin up / spin down): 0.15 / 0.15 eV. The calculation puts the total energy at -3626.249900 Ha.